Density functional theory data (wB97M-V/def2-TZVPD) for a 15-piece molecular cluster, C30H70N10O30 overall at a distorted geometry.

Structure (XYZ):
```
140
Properties=species:S:1:pos:R:3
C -3.8652 -0.2487 -5.6879
N -4.0010 0.8033 -4.6294
O -3.6745 0.4907 -3.5389
O -4.5022 1.8731 -4.9294
H -4.7101 -0.9173 -5.5462
H -2.9272 -0.7690 -5.5198
H -3.8808 0.1966 -6.6661
C -0.4008 -4.7289 5.3287
N -0.3619 -4.2864 3.9105
O -0.6316 -3.1423 3.7234
O -0.0147 -5.0766 3.0521
H -1.3083 -4.3555 5.7860
H 0.4454 -4.2391 5.8114
H -0.3065 -5.7980 5.4129
C -4.6621 0.8793 0.0649
N -4.7028 2.2525 -0.5074
O -5.6628 2.5434 -1.1435
O -3.8226 2.9927 -0.2711
H -4.4819 0.1649 -0.7331
H -5.6035 0.7354 0.5761
H -3.8408 0.8155 0.7665
C -4.7192 -3.8303 -2.2749
N -3.4318 -3.3958 -1.6786
O -3.2006 -2.2285 -1.6937
O -2.7550 -4.2673 -1.1333
H -5.0835 -3.0186 -2.8907
H -5.3606 -4.0898 -1.4513
H -4.4999 -4.6488 -2.9531
C -3.5946 4.5658 -3.0128
N -2.5288 5.5581 -2.7576
O -1.4206 5.2579 -3.2370
O -2.8219 6.6235 -2.1555
H -3.9884 4.7926 -4.0050
H -4.4030 4.6423 -2.3096
H -3.0873 3.6169 -3.0673
C 2.4421 -4.7729 -2.7129
N 2.3395 -3.6462 -3.6178
O 3.1362 -3.5568 -4.4711
O 1.4635 -2.8526 -3.3872
H 3.2767 -5.3721 -3.0143
H 1.4924 -5.2925 -2.7910
H 2.5091 -4.3440 -1.7231
C 2.0716 0.3270 -2.5111
N 3.3705 -0.2368 -2.0058
O 3.8194 -1.1612 -2.5852
O 3.8923 0.2796 -1.0577
H 1.4061 -0.5214 -2.5324
H 2.2444 0.7003 -3.5102
H 1.8039 1.1048 -1.8202
C -2.9369 -1.2541 3.0686
N -3.6171 -1.5639 4.3725
O -2.9391 -1.8137 5.3041
O -4.7763 -1.5220 4.4137
H -3.4609 -0.3394 2.7376
H -3.1491 -1.9839 2.3003
H -1.9126 -0.9965 3.2339
C -1.2427 2.8160 4.6798
N -2.4477 2.2585 4.1193
O -3.1776 1.6964 4.8947
O -2.5947 2.3258 2.9092
H -1.5293 3.5931 5.3858
H -0.6418 3.3055 3.9266
H -0.6505 2.0426 5.1437
C 3.4953 -2.2342 1.7285
N 4.6505 -3.1643 1.6192
O 5.6867 -2.6853 1.2739
O 4.4890 -4.3644 1.9603
H 3.5343 -1.4893 0.9533
H 3.5334 -1.7554 2.7092
H 2.5971 -2.8322 1.7668
O 1.8937 -6.9415 -0.4847
C 1.4749 -8.0399 -0.7977
O 0.4874 -8.7163 -0.1907
C -0.2035 -8.1741 0.9468
C -1.0937 -7.0198 0.6729
C 1.9824 -8.8235 -1.9447
H 0.4963 -7.9119 1.7407
H -0.8227 -8.9886 1.3164
H -1.7551 -7.0858 -0.1928
H -0.5013 -6.1191 0.4862
H -1.6999 -6.8055 1.5567
H 1.5000 -8.5276 -2.8799
H 1.8644 -9.8939 -1.8238
H 3.0431 -8.6053 -2.0883
O 0.9726 3.5226 1.2255
C 1.3558 4.4500 0.6222
O 2.0019 5.4589 1.1670
C 2.2647 5.3566 2.5545
C 1.0525 5.7452 3.3573
C 0.9483 4.7434 -0.7841
H 3.0740 6.0683 2.7118
H 2.6665 4.3798 2.8316
H 0.1834 5.1588 3.1139
H 0.8530 6.8132 3.2671
H 1.2611 5.5875 4.4273
H 1.2252 3.8621 -1.3645
H 1.3939 5.6604 -1.1482
H -0.1305 4.8663 -0.8280
O 2.0358 3.1849 -3.8486
C 1.3132 3.5396 -4.7223
O 1.6213 4.5013 -5.5783
C 2.8200 5.2710 -5.2936
C 2.5280 6.5501 -4.5073
C -0.0124 2.8541 -5.0354
H 3.2814 5.4660 -6.2651
H 3.5235 4.6206 -4.7606
H 1.7485 7.1587 -4.9509
H 3.4647 7.1181 -4.4966
H 2.2950 6.3167 -3.4676
H -0.2871 2.2119 -4.2095
H 0.0885 2.2459 -5.9394
H -0.7815 3.6029 -5.2204
O 1.5600 1.4216 3.5871
C 2.7092 1.6334 3.3992
O 3.4999 2.2338 4.2484
C 2.9982 2.4976 5.6022
C 3.4253 3.8507 6.0044
C 3.4190 1.2742 2.1408
H 3.4898 1.7527 6.2374
H 1.9143 2.4096 5.6946
H 2.9563 4.6294 5.4117
H 4.5105 3.9280 5.9110
H 3.1825 4.0195 7.0553
H 3.7682 2.1947 1.6520
H 2.7315 0.8608 1.4080
H 4.2829 0.6278 2.2576
O 1.1580 -1.2720 -0.1713
C 0.0605 -1.5114 0.2354
O -0.9056 -0.6330 0.5067
C -0.7828 0.7791 0.2185
C -1.2250 1.0504 -1.1879
C -0.3150 -2.9487 0.5659
H 0.2201 1.1610 0.3598
H -1.4579 1.2263 0.9391
H -0.6156 1.9032 -1.5317
H -2.2412 1.3945 -1.2491
H -0.9269 0.2202 -1.8225
H 0.5426 -3.3703 1.0653
H -0.5757 -3.4808 -0.3379
H -1.1773 -2.9726 1.2249
```

LUMO, eV: -0.215
HOMO, eV: -10.03



Density functional theory data (wB97M-V/def2-TZVPD) for C31H46CoNO2 as an isolated structure at a distorted geometry.

Structure (XYZ):
```
81
Properties=species:S:1:pos:R:3
O 2.7719 -0.3346 -4.3021
C 2.1930 -1.5048 -4.9845
C 3.2903 -2.4396 -4.4521
H 2.1654 -1.3930 -6.0698
H 1.2002 -1.6821 -4.5344
C 3.8196 -1.1818 -3.7186
H 3.9475 -2.8923 -5.1946
H 2.8935 -3.1601 -3.7260
C 5.1655 -0.6149 -4.1392
H 5.1412 -0.3804 -5.2132
H 5.9911 -1.3125 -3.9468
H 5.3731 0.3013 -3.5879
C 3.6728 -1.4248 -2.2330
H 2.7172 -1.9196 -2.0351
H 3.6822 -0.5365 -1.6082
H 4.4622 -2.1050 -1.8893
Co 0.4250 -0.1374 0.3060
C -0.6050 -2.5158 0.3456
C -1.9470 -2.3295 -0.0290
C -1.9681 -1.7470 -1.3396
H -2.8311 -2.6682 0.5233
C -0.6419 -1.5157 -1.7573
C 0.2605 -1.9686 -0.7050
H 1.3023 -2.2656 -0.8729
H -0.2254 -3.1432 1.1567
H -2.8693 -1.5815 -1.9226
H -0.3167 -1.0694 -2.7119
C 1.1948 -0.8889 2.7226
C 2.1598 -1.7158 2.1040
C 2.9026 -0.9476 1.1751
H 2.3355 -2.7616 2.3330
C 2.2818 0.3492 1.0500
C 1.2735 0.4157 2.1297
H 0.9745 1.3467 2.6145
H 0.5522 -1.1669 3.5641
H 3.8787 -1.2149 0.7532
H 2.6486 1.2023 0.4724
O 0.9030 2.2985 -1.9855
C 1.9154 2.2632 -3.0285
C 1.6525 3.3094 -4.1201
H 1.8517 1.2462 -3.4718
H 2.9569 2.3455 -2.6320
C 0.2236 3.7979 -3.8432
H 1.7646 2.8466 -5.1014
H 2.3716 4.1364 -4.0412
C -0.1784 3.1207 -2.5378
H -0.4292 3.4493 -4.6382
H 0.2022 4.8914 -3.7708
H -1.0574 2.4819 -2.7519
H -0.5362 3.8859 -1.8139
C -4.5795 1.0102 5.7091
C -3.6275 0.1572 4.9034
C -3.2838 -1.1054 5.3918
C -2.4404 -1.9385 4.6549
C -2.1399 -3.3062 5.1625
C -1.8944 -1.4937 3.4712
C -2.1708 -0.2102 2.9344
C -3.1085 0.5838 3.6857
N -1.5490 0.1722 1.7875
C -1.9564 1.3934 1.0593
C -3.4267 1.3569 0.6796
C -1.6058 2.6396 1.8629
C -1.1909 1.4508 -0.2426
H -5.5998 0.5885 5.7089
H -4.2687 1.0499 6.7661
H -4.6516 2.0457 5.3412
H -3.7004 -1.4288 6.3504
H -1.6419 -3.2956 6.1450
H -3.0471 -3.9160 5.2878
H -1.4818 -3.8501 4.4785
H -1.2251 -2.1455 2.9160
H -3.4321 1.5556 3.2928
H -4.0722 1.2558 1.5467
H -3.6763 2.2867 0.1667
H -3.6328 0.5076 0.0235
H -0.5250 2.8141 1.8750
H -2.1088 3.4949 1.4069
H -1.9160 2.5608 2.9015
H -0.0615 1.3254 -0.1764
H -1.6304 0.8032 -1.0102
H -1.2672 2.4694 -0.6210
```

Spin multiplicity: 4
LUMO (alpha / beta), eV: 2.455 / 2.455
Relative energy (zero: lowest compared OMol25 entry of this formula, charge and spin), kJ/mol: 79.8
⟨S²⟩: 3.78
HOMO (alpha / beta), eV: -2.81 / -2.77
Charge: -1



Density functional theory data (wB97M-V/def2-TZVPD) for a 2-piece molecular cluster, C4H12OS overall at a distorted geometry.

Structure (XYZ):
```
18
Properties=species:S:1:pos:R:3
C 1.9396 -0.8991 -1.2939
C 0.8406 0.1873 -0.9266
C -0.5908 -0.3076 -0.9668
S -1.7473 0.2034 0.2826
C -1.3961 -0.8763 1.7130
H 2.8187 -0.7120 -0.6716
H 1.4357 -1.8491 -1.0401
H 2.1667 -0.8740 -2.3537
H 1.0195 1.0079 -1.6297
H 1.2434 0.6769 -0.0395
H -0.5217 -1.3897 -1.2050
H -0.9885 0.0880 -1.9340
H -2.2381 -0.7599 2.4043
H -1.1436 -1.9062 1.4515
H -0.6433 -0.4018 2.3446
O -0.5377 2.9536 1.2820
H -0.2103 2.0884 1.5409
H -1.4469 2.7702 1.0419
```

LUMO, eV: 0.812
Relative energy (zero: lowest compared OMol25 entry of this formula, charge and spin), kJ/mol: 95.2
SMILES string: CCCSC.O
HOMO, eV: -8.82



Density functional theory data (wB97M-V/def2-TZVPD) for C3H9NPS as an isolated structure at a distorted geometry.

Structure (XYZ):
```
15
Properties=species:S:1:pos:R:3
C 0.3853 -0.2458 -0.4539
C -0.8316 -1.0651 -0.0477
C 1.1125 0.8332 0.1592
N 1.7452 1.7384 -0.5558
P -2.3404 0.0156 -0.5135
S 1.9850 -1.2253 -0.2993
H 0.3611 0.1224 -1.4288
H -0.9686 -1.8821 -0.6413
H -0.7122 -1.3562 1.0644
H 1.2462 0.8622 1.1964
H 1.4937 -2.1141 0.7715
H 2.3885 2.4486 -0.1601
H 1.7606 1.8682 -1.5285
H -2.1322 0.9607 0.5620
H -3.2720 -0.9559 -0.2633
```

LUMO, eV: -4.495
Relative energy (zero: lowest compared OMol25 entry of this formula, charge and spin), kJ/mol: 18.6
HOMO, eV: -13.01
Charge: +1



Density functional theory data (wB97M-V/def2-TZVPD) for C19H25ClInNO2Pb as an isolated structure at a distorted geometry.

Structure (XYZ):
```
50
Properties=species:S:1:pos:R:3
In -4.7368 1.3947 0.1131
Cl -3.7283 1.1873 2.2945
C -5.7593 -0.5319 -0.1857
C -5.9095 3.2453 0.2996
H -6.7331 -0.3240 -0.6433
H -5.1555 -1.1521 -0.8606
H -5.8889 -1.0428 0.7753
H -6.8587 3.0969 -0.2269
H -5.3467 4.0656 -0.1638
H -6.0912 3.4706 1.3577
Pb -1.2947 1.2523 0.0628
C -0.0270 3.1528 0.1475
C -3.0234 1.5859 -1.3333
H -0.3030 3.7565 -0.7299
H -0.2244 3.6900 1.0861
H 1.0289 2.8550 0.0702
H -3.0124 2.5687 -1.8376
H -3.0643 0.8012 -2.1100
C 0.7788 -4.2961 1.4538
C 0.9664 -2.8410 1.7985
C 0.2224 -2.3147 2.8518
C 0.3167 -0.9645 3.1929
C 1.1476 -0.1341 2.4494
C 1.8608 -0.6388 1.3445
N 2.5718 0.3021 0.6016
C 3.0495 0.3278 -0.7255
C 4.3384 0.8352 -0.9621
C 4.7979 1.0057 -2.2614
C 3.9955 0.6322 -3.3476
C 2.6989 0.1662 -3.1300
C 2.2128 0.0749 -1.8279
C 0.7218 0.0213 -1.5727
O 0.1078 1.1051 -1.9034
O 0.1850 -0.9773 -1.0203
C 1.8537 -2.0278 1.0766
C 2.7346 -2.6283 0.0380
H 0.4092 -4.4218 0.4248
H 1.7060 -4.8779 1.5588
H 0.0350 -4.7309 2.1335
H -0.4343 -2.9825 3.4147
H -0.2575 -0.5610 4.0236
H 1.2351 0.9313 2.6822
H 2.8387 1.1256 1.1395
H 4.9658 1.0854 -0.1003
H 5.7823 1.4404 -2.4274
H 4.3681 0.7349 -4.3668
H 2.0304 -0.0782 -3.9566
H 2.1976 -2.7254 -0.9168
H 3.6348 -2.0280 -0.1274
H 3.0568 -3.6315 0.3461
```

LUMO, eV: 4.686
HOMO, eV: 0.25
Charge: -2



Density functional theory data (wB97M-V/def2-TZVPD) for C21H38Cl2N5O3PbSSi2 as an isolated structure at a distorted geometry.

Structure (XYZ):
```
73
Properties=species:S:1:pos:R:3
Pb -0.5875 1.8430 -0.1290
N 0.4081 4.4744 -0.4213
C -0.7266 5.4049 -0.4697
C -1.8506 4.8770 0.4318
O -2.6466 5.7303 0.8593
N -1.9523 3.5605 0.6408
C -2.9735 3.1829 1.6645
C -3.0812 1.6468 1.7280
O -4.2166 1.1981 1.9763
O -2.0284 0.9040 1.4267
H 1.1313 4.7716 -1.1272
H 0.7616 4.5637 0.5369
H -0.4033 6.3805 -0.0582
H -1.0307 5.4769 -1.5390
H -2.5544 3.4332 2.6717
H -3.9249 3.6857 1.5355
Cl -0.2991 2.8039 -3.1930
C -0.8108 1.6159 -4.3775
Cl 0.6141 0.9383 -5.3059
H -1.3516 2.2053 -5.0543
H -1.3785 0.7952 -3.8737
C 1.5535 -3.1047 -1.7066
Si 1.5834 -2.4101 0.1008
C 2.3423 -3.6552 1.2997
C -0.2582 -2.4121 0.4682
C 2.4171 -0.7076 0.2833
C 2.1002 -0.0278 1.4641
C 3.0996 0.2707 2.4939
C 2.7598 0.6598 3.7700
C 1.4103 1.0366 3.9358
C 0.5376 0.9303 2.8958
N 0.8295 0.3899 1.7119
Si 3.8727 -0.1113 -0.7611
C 4.5753 1.5570 -0.2305
C 5.0914 -1.5367 -0.8149
C 3.2395 0.0306 -2.5477
H 0.8862 -3.9079 -1.6967
H 2.5459 -3.4244 -2.0052
H 1.1895 -2.3898 -2.4331
H 3.0697 -4.3068 0.8230
H 1.6330 -4.3432 1.7824
H 2.8888 -3.0738 2.0424
H -0.5217 -3.4598 0.5400
H -0.7771 -1.8499 -0.3249
H -0.5003 -1.8904 1.3946
H 4.1621 0.0591 2.2282
H 3.4625 0.7505 4.5655
H 1.0487 1.3749 4.9615
H -0.4887 1.3308 3.0743
H 3.9916 2.0359 0.5594
H 4.5741 2.3056 -1.0447
H 5.6376 1.5104 0.1336
H 5.5829 -1.8529 0.1106
H 5.9693 -1.2090 -1.4342
H 4.6999 -2.4175 -1.2924
H 2.2479 0.4894 -2.5975
H 3.2896 -0.8608 -3.1801
H 3.9050 0.6974 -3.0807
S -2.7602 0.0552 -1.6003
C -3.5967 -1.1795 -0.8076
N -3.6973 -2.3359 -1.5176
C -4.2508 -3.5761 -0.9578
C -5.3009 -3.2534 0.0963
C -4.6270 -2.2836 1.0728
N -4.0521 -1.0924 0.4264
H -3.2195 -2.3249 -2.4110
H -3.3422 -4.0277 -0.5442
H -4.6639 -4.2459 -1.7458
H -5.5437 -4.1803 0.5898
H -6.2277 -2.8019 -0.2812
H -3.8818 -2.7375 1.7149
H -5.4446 -1.8552 1.6948
H -4.1403 -0.1302 0.8593
```

LUMO, eV: 2.360
HOMO, eV: -3.08
Charge: -1



Number 1: E -3988.92033 a.u.. Number 2: E -2796.65350 a.u.. Number 3: E -632.99084 a.u.. Number 4: E -913.66391 a.u.. Number 5: E -1787.39807 a.u.. Number 6: E -3413.04618 a.u..